DFT (wB97M-V/def2-TZVPD) results for a 5-piece molecular cluster, C32H23FN2O10PS overall at a distorted geometry.

Geometry as XYZ:
```
70
Properties=species:S:1:pos:R:3:forces:R:3
S 7.30549 -3.14416 1.96161 -0.3263 0.8795 -0.6267
P 6.94963 -1.61220 0.76931 0.2227 -1.5196 1.0714
F -1.30074 -2.06114 -0.13253 2.7993 1.1768 2.8476
O -0.35441 -3.14818 5.45569 0.0346 -0.2915 -0.0428
O -2.93641 2.50166 2.79299 0.4037 0.0412 0.0818
O -0.36911 -8.45210 5.57275 0.0133 0.4672 -0.0302
O -4.57612 3.64803 -10.83646 0.3106 -0.1339 0.3169
O -3.52379 3.50918 -4.43079 0.2737 -0.1075 0.5139
O 3.31910 -5.42341 0.34590 5.4435 5.1599 -4.7229
O -1.25380 2.18637 -6.96625 -0.0773 0.0530 -0.2207
O 1.31519 3.56298 5.78114 -0.3009 -0.1432 -0.3505
O -0.20114 2.04716 -0.55752 0.0409 -0.1464 0.0932
O -0.22703 -2.83580 1.79519 -0.8745 4.6885 -4.4778
N 4.70139 -3.45574 -0.53193 -3.3226 -2.6936 1.9681
N 2.03944 -0.86195 1.00775 3.3410 -0.4664 -0.0240
C -0.36227 -1.89612 0.96745 0.1668 -4.3427 2.5479
C 5.07978 -1.23729 0.89864 -3.3015 1.0048 -0.7091
C -0.35856 -4.36709 5.48262 -0.0180 0.4182 0.0319
C -0.53787 2.39627 -2.86362 -0.0673 0.0241 -0.0605
C -2.35501 2.79270 -1.15498 -0.1845 0.0783 0.0429
C -3.18950 3.16141 -2.12818 -0.0149 -0.0351 0.3480
C -2.01846 2.52196 -7.85612 0.0684 -0.0356 0.1357
C -1.02969 3.43297 5.64143 -0.3562 -0.0319 -0.0727
C 0.54787 -0.58488 1.14973 -1.0253 0.8967 -0.2419
C 0.47754 2.90029 3.68566 -0.2337 -0.1959 -0.3412
C -2.76112 3.17450 -3.54295 -0.3318 0.1481 -0.3738
C -0.23213 -5.16209 4.24341 0.0470 -0.2938 -0.2040
C -0.36514 -7.23539 5.54652 -0.0174 -0.6504 0.0489
C 4.47590 0.03466 1.64017 -3.1177 -3.5661 -2.2716
C -1.37175 2.76484 -3.83785 0.4483 -0.0526 -0.0077
C 2.90575 0.14093 1.66615 2.9240 -2.0164 -1.0781
C -4.24170 3.30016 -8.53404 0.1040 -0.0643 0.3111
C -3.81384 3.31345 -9.94872 -0.4545 0.2044 -0.4202
C -1.96104 2.74493 3.48070 -0.5682 -0.0291 -0.1057
C 4.12251 -2.30116 0.19089 -1.7363 3.1873 1.9753
C -1.59026 2.53508 -9.27037 0.0068 0.0236 -0.2871
C -2.09979 3.16468 4.89050 0.1281 0.0870 0.2775
C -3.40711 2.93134 -7.56046 -0.3383 0.0253 -0.0356
C -0.96657 2.38340 -1.45061 -0.0820 0.0555 -0.2126
C -0.48932 -5.10620 6.75568 -0.0204 -0.2632 0.1836
C 2.57029 -2.02361 0.27994 3.1619 1.0338 0.9269
C 0.33909 3.32032 5.09609 0.4576 0.2013 0.5472
C 4.05434 -4.57458 -0.22957 -3.1785 -0.0114 4.2108
C -0.49166 -6.44012 6.78595 -0.0177 0.3343 0.1942
C -2.42453 2.90379 -10.24383 0.3684 -0.1288 0.0874
C -0.23443 -6.49586 4.27333 0.0290 0.3229 -0.2099
C -0.59191 2.63183 2.93455 0.4437 -0.0639 -0.0044
H 0.48266 2.09256 -3.06152 -0.0044 0.0213 0.0003
H -0.58583 -6.99685 7.71017 0.0022 -0.0262 -0.0457
H -2.12645 2.91969 -11.28496 -0.0446 0.0126 0.0123
H -0.58174 -4.50816 7.65374 0.0014 0.0217 -0.0342
H 2.42532 1.02947 2.21985 0.5076 -1.8162 -1.1548
H -0.50786 2.32204 1.90054 -0.0617 0.0721 -0.1242
H 0.42142 -0.25040 2.25908 -0.0740 -0.7211 -2.0698
H -2.65316 2.77669 -0.11315 -0.0022 -0.0128 0.0265
H -0.13801 -4.60529 3.31939 -0.0331 -0.0174 0.0899
H 5.14681 0.82625 2.12568 -1.2770 -1.3949 -0.7936
H 7.73462 -0.46479 1.16491 -0.9647 -0.2409 -0.6058
H -1.07328 2.78050 -4.87917 -0.0877 -0.0511 0.0011
H 0.26947 0.28624 0.42759 0.4130 -1.5880 1.2091
H -3.70505 2.91544 -6.51921 0.0749 0.0273 -0.1116
H -0.56981 2.23146 -9.46871 -0.0072 0.0009 0.0286
H -3.10933 3.24173 5.27494 0.0100 -0.0134 -0.0510
H -4.20990 3.46495 -1.92965 0.0117 -0.0050 -0.0174
H 1.48768 2.82359 3.30141 0.0386 0.1249 0.0555
H -5.26204 3.60374 -8.33555 0.0099 -0.0049 -0.0401
H -1.11301 3.74244 6.67572 0.0549 -0.0029 -0.0203
H 1.88432 -2.78182 -0.25574 0.8475 1.6888 1.1778
H 7.30045 -1.90558 -0.61311 -0.6748 0.7334 0.7978
H -0.14206 -7.09380 3.37515 -0.0119 -0.0366 0.0393
```
Positions in Å, forces in eV/Å.

The total energy is -79835.446 eV. The largest force on an atom is 8.86 eV/A. As for the total charge: +1. The calculation puts the LUMO energy at -0.200 Ha. The energy above the lowest of the compared OMol25 structures with the same formula, charge and spin comes out at 410.6 kJ/mol. Its HOMO energy is -11.7 eV.